{
  "formula": "C23H47F5N4O24S6Si",
  "method": "the ωB97M-V functional and the def2-TZVPD basis",
  "total_charge": 0,
  "orbital_gap_ev": 9.23,
  "e_tot_ev": -166185.8890,
  "max_force_ha_per_bohr": 0.02262,
  "smiles": "[H]/N=C(\\N)NCCCC[Si@@](CCCO)(C[C@@H](O)CN)S(=O)(=O)C(F)(F)C(F)(F)F.O=S1(=O)OCCO1.O=S1(=O)OCCO1.O=S1(=O)OCCO1.O=S1(=O)OCCO1.O=S1(=O)OCCO1",
  "symbols": ["N", "C", "N", "N", "C", "C", "C", "C", "Si", "C", "C", "C", "O", "C", "C", "O", "C", "N", "S", "O", "O", "C", "F", "F", "C", "F", "F", "F", "H", "H", "H", "H", "H", "H", "H", "H", "H", "H", "H", "H", "H", "H", "H", "H", "H", "H", "H", "H", "H", "H", "H", "H", "H", "H", "H", "C", "C", "O", "S", "O", "O", "O", "H", "H", "H", "H", "C", "C", "O", "S", "O", "O", "O", "H", "H", "H", "H", "C", "C", "O", "S", "O", "O", "O", "H", "H", "H", "H", "C", "C", "O", "S", "O", "O", "O", "H", "H", "H", "H", "C", "C", "O", "S", "O", "O", "O", "H", "H", "H", "H"],
  "coordinates": [[1.48, -1.37, 1.73], [0.47, -2.15, 1.67], [0.51, -3.52, 1.37], [-0.83, -1.64, 1.87], [-1.24, -0.54, 0.97], [-0.99, -0.84, -0.52], [-2.03, -0.22, -1.45], [-3.42, -0.89, -1.33], [-3.75, -2.37, -2.43], [-2.91, -3.90, -1.73], [-3.65, -5.22, -2.02], [-2.75, -6.42, -1.76], [-3.44, -7.66, -1.75], [-5.60, -2.62, -2.66], [-6.47, -1.94, -1.59], [-6.80, -0.62, -2.03], [-7.79, -2.71, -1.39], [-7.58, -4.07, -0.86], [-3.08, -2.01, -4.54], [-3.02, -0.60, -4.83], [-3.93, -2.86, -5.35], [-1.39, -2.73, -4.90], [-1.36, -4.01, -4.49], [-1.28, -2.69, -6.24], [-0.15, -2.01, -4.32], [-0.19, -0.70, -4.53], [-0.07, -2.24, -3.01], [0.95, -2.49, -4.89], [2.34, -1.87, 1.52], [-0.26, -4.06, 1.73], [1.39, -3.95, 1.62], [-1.50, -2.39, 1.84], [-2.30, -0.35, 1.15], [-0.68, 0.35, 1.26], [0.00, -0.45, -0.79], [-0.96, -1.93, -0.67], [-1.69, -0.24, -2.49], [-2.15, 0.84, -1.20], [-3.55, -1.27, -0.31], [-4.20, -0.14, -1.50], [-1.89, -4.00, -2.11], [-2.83, -3.76, -0.65], [-4.01, -5.25, -3.06], [-4.54, -5.32, -1.38], [-2.28, -6.30, -0.77], [-1.94, -6.44, -2.51], [-4.24, -7.58, -2.28], [-5.90, -2.20, -3.62], [-5.83, -3.69, -2.71], [-5.98, -1.90, -0.60], [-6.45, 0.04, -1.43], [-8.32, -2.75, -2.35], [-8.38, -2.13, -0.67], [-7.95, -4.14, 0.08], [-6.59, -4.28, -0.77], [1.94, 1.73, -5.57], [2.66, 0.39, -5.60], [3.99, 0.72, -6.03], [4.40, 2.16, -5.48], [5.17, 2.01, -4.30], [4.89, 2.93, -6.56], [2.94, 2.64, -5.07], [1.65, 2.05, -6.57], [1.08, 1.74, -4.91], [2.22, -0.32, -6.29], [2.71, -0.05, -4.60], [-1.69, 4.00, 3.43], [-0.53, 4.66, 2.72], [-0.56, 4.07, 1.40], [-2.05, 3.79, 0.97], [-2.55, 4.83, 0.15], [-2.13, 2.44, 0.52], [-2.72, 3.91, 2.41], [-1.44, 3.00, 3.76], [-2.07, 4.59, 4.26], [0.42, 4.44, 3.21], [-0.66, 5.74, 2.62], [4.88, 3.12, 2.73], [5.21, 3.52, 4.16], [4.53, 4.77, 4.32], [3.17, 4.76, 3.50], [2.10, 4.38, 4.35], [3.09, 5.94, 2.72], [3.50, 3.51, 2.58], [5.49, 3.65, 2.00], [4.96, 2.04, 2.57], [6.28, 3.67, 4.32], [4.82, 2.81, 4.89], [0.60, 2.08, 9.25], [1.44, 0.86, 8.91], [1.53, 0.90, 7.48], [1.57, 2.42, 6.98], [2.91, 2.81, 6.78], [0.57, 2.56, 5.98], [1.06, 3.08, 8.34], [-0.47, 1.89, 9.07], [0.74, 2.43, 10.27], [0.98, -0.08, 9.21], [2.44, 0.93, 9.34], [6.56, 1.39, -1.24], [7.76, 1.87, -2.03], [8.20, 3.03, -1.30], [7.96, 2.82, 0.25], [9.14, 2.36, 0.89], [7.26, 3.96, 0.75], [6.94, 1.59, 0.13], [5.67, 1.99, -1.45], [6.34, 0.34, -1.40], [7.50, 2.15, -3.05], [8.56, 1.14, -2.04]]
}

=====

{
  "formula": "C4H6CdLiO2",
  "method": "the ωB97M-V functional and the def2-TZVPD basis",
  "total_charge": 0,
  "orbital_gap_ev": [5.29, 6.12],
  "e_tot_ev": -13105.2550,
  "max_force_ha_per_bohr": 0.14647,
  "multiplicity": 2,
  "symbols": ["O", "Cd", "C", "C", "H", "H", "H", "H", "C", "C", "O", "Li", "H", "H"],
  "coordinates": [[0.36, 0.10, 2.02], [-1.19, -0.96, 1.71], [1.24, 0.40, 0.99], [0.56, 0.71, -0.35], [1.85, 1.29, 1.26], [0.08, 1.69, -0.19], [1.31, 0.86, -1.14], [1.97, -0.43, 0.83], [-0.25, -1.33, -0.64], [-0.78, -0.08, -0.96], [-1.70, 0.56, -1.54], [-3.37, 1.12, -0.61], [0.55, -1.81, -0.08], [-0.64, -2.13, -1.29]]
}

=====

{
  "formula": "C3H30NO16",
  "method": "the ωB97M-V functional and the def2-TZVPD basis",
  "total_charge": -1,
  "orbital_gap_ev": 9.07,
  "e_tot_ev": -37850.3037,
  "max_force_ha_per_bohr": 0.05355,
  "symbols": ["C", "N", "C", "C", "O", "O", "O", "H", "H", "H", "H", "H", "H", "O", "H", "H", "O", "H", "H", "O", "H", "H", "O", "H", "H", "O", "H", "H", "O", "H", "H", "O", "H", "H", "O", "H", "H", "O", "H", "H", "O", "H", "H", "O", "H", "H", "O", "H", "H", "O"],
  "coordinates": [[-1.61, 1.66, -0.55], [-0.64, 1.30, -1.65], [0.53, 0.51, -1.16], [1.35, 1.19, -0.04], [1.81, 0.54, 0.92], [1.51, 2.44, -0.14], [-2.78, 1.00, -0.80], [-2.03, 2.70, -0.62], [-0.25, 2.19, -1.94], [0.12, -0.32, -0.48], [1.18, 0.18, -1.97], [-2.16, -0.73, -3.05], [-3.33, -1.39, -2.58], [-3.11, -0.57, -3.04], [0.92, 3.38, 1.04], [0.90, 2.60, 2.29], [0.35, 3.31, 1.89], [0.15, -0.89, 3.89], [-0.87, -0.16, 4.80], [0.03, -0.49, 4.77], [-1.44, -0.32, 1.46], [-1.43, -1.93, 0.17], [-1.72, -1.20, 1.80], [-0.92, 1.91, 1.26], [-0.98, -1.47, 2.35], [-1.10, 1.15, 0.68], [-2.84, 0.13, -1.20], [-2.69, -2.65, -0.13], [-1.81, -2.51, -0.52], [2.50, 2.74, -1.59], [2.97, 3.81, -0.69], [3.27, 3.37, -1.48], [-0.23, 1.34, -4.73], [-1.43, 0.63, -3.92], [-0.98, 0.75, -4.76], [-0.88, 1.35, 4.10], [-0.82, 2.50, 3.11], [-1.22, 2.23, 3.95], [2.29, -1.61, -2.82], [3.46, -1.58, -1.83], [3.17, -1.24, -2.68], [1.77, -1.89, 2.66], [1.69, -0.94, 1.42], [1.22, -1.72, 1.89], [0.40, -2.69, -1.04], [1.15, -3.89, -1.20], [1.34, -2.91, -1.17], [1.62, -3.78, 0.65], [0.37, -3.75, 1.31], [1.18, -4.26, 1.37]]
}

=====

{
  "formula": "C9H20OSi",
  "method": "the ωB97M-V functional and the def2-TZVPD basis",
  "total_charge": 0,
  "orbital_gap_ev": 9.71,
  "e_tot_ev": -19580.4218,
  "max_force_ha_per_bohr": 0.08071,
  "smiles": "C=C(O)[Si](C)(C)C.C/C=C/C",
  "symbols": ["C", "C", "C", "C", "C", "C", "C", "C", "C", "O", "Si", "H", "H", "H", "H", "H", "H", "H", "H", "H", "H", "H", "H", "H", "H", "H", "H", "H", "H", "H", "H"],
  "coordinates": [[3.34, -0.20, 0.14], [3.12, -0.01, -1.13], [3.33, 1.02, 1.07], [3.12, -1.02, -2.17], [-1.19, 1.63, -1.39], [-1.20, -1.43, 1.63], [-3.55, 0.48, 1.70], [-3.25, -0.94, -0.79], [-0.92, 1.00, -0.19], [0.27, 1.07, 0.47], [-2.19, -0.20, 0.61], [3.50, -1.15, 0.55], [2.20, 1.30, 1.16], [3.82, 1.90, 0.64], [3.85, 0.76, 2.06], [2.12, -1.43, -2.26], [3.98, -1.78, -1.94], [3.51, -0.69, -3.13], [2.77, 1.03, -1.51], [-2.01, 1.37, -1.95], [-0.48, 2.35, -1.94], [-1.85, -1.49, 2.58], [-1.25, -2.53, 1.35], [-0.20, -1.06, 1.94], [-3.32, 1.27, 2.44], [-4.33, 0.92, 1.14], [-4.04, -0.37, 2.29], [-2.42, -1.31, -1.52], [-3.81, -1.82, -0.44], [-3.86, -0.23, -1.33], [0.93, 1.57, -0.07]]
}

=====

{
  "formula": "C4H16N2O2",
  "method": "the ωB97M-V functional and the def2-TZVPD basis",
  "total_charge": 0,
  "orbital_gap_ev": 9.20,
  "e_tot_ev": -11481.7386,
  "max_force_ha_per_bohr": 0.02464,
  "smiles": "CN(C)CCN.O.O",
  "symbols": ["N", "C", "C", "N", "C", "C", "H", "H", "H", "H", "H", "H", "H", "H", "H", "H", "H", "H", "H", "H", "O", "H", "H", "O"],
  "coordinates": [[2.16, -0.03, -0.32], [1.38, -0.39, 0.84], [0.10, -1.25, 0.59], [-0.40, -1.07, -0.77], [-1.04, 0.18, -1.06], [-1.26, -2.15, -1.22], [2.37, -0.77, -0.97], [1.68, 0.67, -0.88], [1.20, 0.53, 1.39], [2.02, -0.99, 1.49], [-0.58, -1.04, 1.42], [0.31, -2.32, 0.58], [-0.99, 0.48, -2.11], [-2.12, 0.24, -0.82], [-0.64, 1.00, -0.46], [-2.31, -2.11, -0.88], [-0.92, -3.14, -0.91], [-1.32, -2.19, -2.31], [-0.31, 0.82, 3.12], [-0.56, 2.21, 3.56], [-0.20, 1.37, 3.89], [-0.05, 2.90, -1.84], [1.04, 3.88, -1.26], [0.44, 3.17, -1.06]]
}

=====

{
  "formula": "C10H20AlClN3O",
  "method": "the ωB97M-V functional and the def2-TZVPD basis",
  "total_charge": -1,
  "orbital_gap_ev": 6.70,
  "e_tot_ev": -36332.2295,
  "max_force_ha_per_bohr": 0.03974,
  "symbols": ["C", "C", "C", "O", "C", "Al", "Cl", "H", "H", "H", "H", "H", "H", "H", "H", "H", "H", "H", "C", "C", "N", "H", "H", "H", "C", "C", "N", "H", "H", "H", "C", "C", "N", "H", "H", "H"],
  "coordinates": [[2.26, -0.78, -0.24], [2.65, 0.79, -0.25], [1.77, 1.67, 0.74], [0.84, 2.55, 0.11], [-0.14, 1.84, -0.69], [-1.29, 0.47, 0.34], [-3.52, 0.83, -0.05], [1.32, -0.95, 0.35], [2.16, -1.15, -1.32], [3.09, -1.38, 0.27], [3.71, 0.81, 0.16], [2.71, 1.18, -1.30], [1.31, 0.99, 1.53], [2.50, 2.34, 1.31], [0.30, 1.36, -1.63], [-0.87, 2.63, -1.08], [-1.01, 0.52, 1.91], [-0.84, -0.99, -0.16], [7.28, -0.54, 0.68], [6.33, 0.03, -0.32], [5.59, 0.47, -1.09], [7.59, 0.24, 1.38], [6.80, -1.34, 1.24], [8.16, -0.93, 0.18], [-2.81, -4.20, 0.45], [-1.97, -3.43, 1.41], [-1.32, -2.83, 2.15], [-3.51, -4.84, 1.00], [-3.37, -3.52, -0.18], [-2.17, -4.83, -0.18], [-6.96, 1.96, -0.78], [-7.90, 2.54, -1.78], [-8.64, 2.99, -2.56], [-6.64, 2.73, -0.08], [-7.45, 1.15, -0.23], [-6.08, 1.56, -1.28]]
}

=====

{
  "formula": "C5H17N2OS",
  "method": "the ωB97M-V functional and the def2-TZVPD basis",
  "total_charge": 1,
  "orbital_gap_ev": 10.15,
  "e_tot_ev": -21317.9758,
  "max_force_ha_per_bohr": 0.01074,
  "symbols": ["N", "C", "C", "S", "C", "N", "C", "C", "H", "H", "H", "H", "H", "H", "H", "H", "H", "H", "H", "H", "H", "H", "H", "H", "H", "O"],
  "coordinates": [[-0.36, -0.44, 1.09], [0.64, 0.64, 0.83], [2.00, 0.19, 1.32], [2.06, -0.25, 3.08], [0.65, 0.98, -0.68], [-0.60, 0.61, -1.34], [-0.44, -0.25, -2.52], [-0.07, -1.67, -2.13], [-0.30, -1.16, 0.37], [-1.32, -0.07, 1.08], [-0.20, -0.85, 2.02], [0.29, 1.49, 1.41], [2.75, 0.95, 1.09], [2.33, -0.71, 0.78], [2.06, 1.00, 3.57], [1.47, 0.43, -1.14], [0.85, 2.04, -0.77], [-1.13, 1.43, -1.59], [0.31, 0.15, -3.22], [-1.40, -0.26, -3.03], [-0.87, -2.16, -1.55], [0.07, -2.30, -3.02], [0.88, -1.74, -1.59], [-3.41, 1.22, 1.46], [-3.40, 0.17, 2.58], [-2.85, 0.57, 1.90]]
}

=====

{
  "formula": "C33H76F3N3O10Y",
  "method": "the ωB97M-V functional and the def2-TZVPD basis",
  "total_charge": 1,
  "orbital_gap_ev": 4.87,
  "e_tot_ev": -69582.8093,
  "max_force_ha_per_bohr": 0.14208,
  "symbols": ["Y", "C", "C", "O", "H", "H", "H", "H", "H", "C", "O", "O", "C", "F", "F", "F", "C", "C", "H", "H", "H", "H", "H", "H", "O", "H", "H", "O", "H", "H", "O", "H", "H", "O", "H", "H", "C", "C", "C", "C", "C", "C", "N", "O", "C", "C", "C", "H", "H", "H", "H", "H", "H", "H", "H", "H", "H", "H", "H", "H", "H", "H", "H", "H", "H", "H", "C", "C", "C", "C", "C", "C", "N", "O", "C", "C", "C", "H", "H", "H", "H", "H", "H", "H", "H", "H", "H", "H", "H", "H", "H", "H", "H", "H", "H", "H", "C", "C", "C", "C", "C", "C", "N", "O", "C", "C", "C", "H", "H", "H", "H", "H", "H", "H", "H", "H", "H", "H", "H", "H", "H", "H", "H", "H", "H", "H"],
  "coordinates": [[2.62, -2.59, -3.04], [0.23, -0.48, 0.11], [0.15, -0.47, -1.41], [0.81, -1.51, -2.02], [-0.71, -0.87, 0.50], [0.33, 0.49, 0.59], [1.02, -1.11, 0.53], [0.58, 0.45, -1.80], [-0.88, -0.37, -1.74], [4.55, 0.49, -2.21], [3.53, 1.27, -2.93], [4.16, -0.83, -2.53], [6.01, 1.15, -2.65], [6.87, 0.46, -2.02], [6.24, 1.15, -3.92], [6.24, 2.44, -2.17], [3.30, 2.61, -2.55], [2.00, 2.95, -3.24], [1.52, 3.82, -2.79], [2.00, 3.00, -4.33], [1.21, 2.23, -3.00], [4.10, 3.18, -3.01], [3.30, 2.81, -1.48], [4.49, 0.47, -1.12], [2.91, -2.93, -0.63], [2.15, -3.01, -0.06], [3.62, -2.65, -0.06], [1.36, -3.44, 2.33], [0.78, -4.07, 2.75], [1.14, -2.61, 2.75], [-1.13, -4.03, -1.19], [-1.81, -3.36, -1.31], [-0.31, -3.54, -1.23], [2.02, -0.64, -4.48], [2.33, -0.03, -3.81], [2.48, -0.38, -5.27], [-0.57, -4.94, 5.55], [-0.81, -3.55, 5.96], [0.45, -3.11, 6.78], [0.55, -1.60, 7.06], [0.46, -0.85, 5.71], [-0.70, -1.15, 4.74], [-0.94, -2.64, 4.76], [-1.86, -2.99, 3.88], [-1.92, -0.36, 5.26], [-0.31, -0.63, 3.37], [-1.99, -3.50, 6.85], [0.40, -5.02, 5.05], [-1.27, -5.31, 4.80], [-0.56, -5.54, 6.47], [0.63, -3.60, 7.73], [1.36, -3.26, 6.19], [1.42, -1.17, 7.55], [-0.28, -1.13, 7.57], [1.32, -1.19, 5.12], [0.53, 0.23, 5.88], [-1.73, 0.35, 6.07], [-2.28, 0.26, 4.44], [-2.75, -0.97, 5.60], [0.53, -1.16, 2.91], [-1.17, -0.70, 2.71], [0.05, 0.40, 3.30], [-2.16, -2.51, 7.28], [-2.05, -4.30, 7.59], [-2.89, -3.71, 6.28], [-2.68, -2.68, 4.28], [2.39, 4.92, 1.93], [1.90, 3.62, 2.48], [1.86, 3.60, 4.02], [0.60, 4.13, 4.69], [-0.59, 3.39, 4.13], [-0.65, 3.49, 2.58], [0.71, 3.03, 1.95], [0.69, 3.14, 0.55], [-1.76, 2.53, 2.09], [-1.09, 4.88, 2.15], [3.02, 2.66, 2.14], [3.32, 5.20, 2.42], [1.69, 5.73, 2.13], [2.56, 4.94, 0.85], [1.98, 2.61, 4.45], [2.75, 4.07, 4.44], [0.51, 5.20, 4.50], [0.64, 4.08, 5.77], [-1.54, 3.82, 4.46], [-0.60, 2.33, 4.38], [-1.58, 1.50, 2.42], [-2.70, 2.89, 2.51], [-1.73, 2.51, 1.01], [-1.26, 4.95, 1.08], [-2.10, 4.95, 2.55], [-0.63, 5.79, 2.54], [2.96, 1.60, 2.40], [3.81, 2.97, 2.83], [3.35, 2.65, 1.10], [1.00, 2.28, 0.25], [-0.14, -1.88, -7.10], [-1.39, -0.96, -6.76], [-2.18, -0.74, -8.10], [-3.62, -0.16, -7.87], [-4.30, -1.27, -7.00], [-3.56, -1.66, -5.66], [-2.08, -1.75, -5.79], [-1.48, -1.94, -4.55], [-3.94, -0.49, -4.66], [-4.12, -2.99, -5.18], [-1.00, 0.44, -6.16], [0.72, -1.71, -6.46], [0.25, -1.73, -8.11], [-0.40, -2.94, -7.16], [-1.72, 0.00, -8.75], [-2.22, -1.68, -8.65], [-4.26, 0.14, -8.69], [-3.47, 0.79, -7.36], [-4.55, -2.12, -7.64], [-5.29, -0.90, -6.73], [-5.02, -0.59, -4.49], [-3.52, -0.53, -3.66], [-3.78, 0.43, -5.22], [-5.16, -3.00, -4.86], [-3.99, -3.85, -5.84], [-3.63, -3.36, -4.28], [-0.21, 0.83, -6.80], [-0.42, 0.28, -5.25], [-1.77, 1.20, -6.04], [-1.30, -1.03, -4.31]]
}

=====

What is the formula in the fifth record? C4H16N2O2